No. 1
This record from OMol25 describes a structure of composition C46H64AuClGeN4O2P3. The level of theory is the ωB97M-V functional and the def2-TZVPD basis.

Output
total charge = +2
E_HOMO (alpha / beta) = -11.1 / -12.6 eV
LUMO level (alpha / beta) = -4.312 / -7.650 eV
spin multiplicity = 4
electronic energy = -159382.162 eV
relative energy (zero: lowest compared OMol25 entry of this formula, charge and spin) = 0.000 eV

The geometry in XYZ format:
```
122
Properties=species:S:1:pos:R:3:mulliken_spin:R:1
Au 0.060 -0.210 -0.358 0.394
C -1.558 1.362 2.796 0.019
C -2.403 0.143 2.417 0.027
C -3.019 -0.485 3.672 0.011
P -1.450 -1.078 1.421 0.116
C -0.281 -1.746 2.690 -0.008
N 0.885 -2.439 2.178 0.164
Ge 1.535 -2.143 0.419 0.028
N 3.476 -1.236 -0.012 0.569
C 3.666 0.124 -0.505 -0.044
P 2.130 1.167 -0.516 0.181
C 2.368 2.440 -1.824 0.057
C 3.827 2.767 -2.152 0.007
C 1.591 2.073 -3.087 0.049
C 2.180 2.046 1.101 0.007
C 2.270 1.042 2.251 -0.009
C 3.280 3.101 1.215 0.015
C 4.479 -2.100 -0.074 0.086
C 5.755 -1.841 -0.659 0.201
C 6.649 -2.864 -0.826 -0.018
C 6.323 -4.166 -0.420 0.236
C 5.104 -4.441 0.203 -0.070
C 4.211 -3.424 0.416 0.191
N 2.972 -3.583 1.130 0.024
C 3.071 -3.269 2.558 0.028
C 4.185 -3.526 3.329 -0.010
C 4.140 -3.249 4.690 0.009
C 2.980 -2.731 5.243 -0.006
C 1.866 -2.455 4.458 0.021
C 1.902 -2.712 3.090 -0.013
C 2.300 -4.863 0.873 0.011
C 2.564 -6.010 1.592 0.005
C 1.903 -7.184 1.258 0.000
C 0.987 -7.179 0.218 0.003
C 0.697 -6.013 -0.481 0.002
C 1.349 -4.828 -0.150 -0.008
N 1.105 -3.579 -0.725 0.088
C -0.014 -3.481 -1.633 0.075
P -0.347 -1.757 -2.182 0.175
C -2.117 -1.598 -2.628 0.045
C -2.298 -0.396 -3.560 0.023
C -2.767 -2.877 -3.161 0.029
C 0.704 -1.494 -3.663 0.053
C 0.321 -2.397 -4.840 0.019
C 2.180 -1.669 -3.313 -0.001
C -2.581 -2.450 0.905 0.019
C -3.995 -1.930 0.625 0.012
C -2.574 -3.662 1.836 0.007
H -2.207 2.110 3.254 0.000
H -1.073 1.819 1.935 0.007
H -0.798 1.105 3.537 0.000
H -3.195 0.464 1.736 0.007
H -2.252 -0.766 4.395 -0.001
H -3.630 -1.361 3.461 0.000
H -3.660 0.254 4.155 0.002
H -0.842 -2.408 3.357 0.009
H 0.002 -0.871 3.289 0.009
H 4.040 0.094 -1.533 -0.006
H 4.434 0.627 0.092 -0.005
H 1.889 3.318 -1.377 0.008
H 4.293 1.958 -2.718 0.000
H 4.434 2.969 -1.271 -0.001
H 3.862 3.654 -2.787 0.001
H 2.030 1.195 -3.569 0.000
H 1.640 2.895 -3.802 0.000
H 0.542 1.875 -2.863 -0.009
H 1.203 2.540 1.136 0.012
H 3.231 0.518 2.258 -0.011
H 1.477 0.293 2.207 -0.028
H 2.182 1.566 3.203 0.001
H 4.277 2.661 1.147 -0.001
H 3.210 3.581 2.193 0.001
H 3.192 3.883 0.462 0.001
H 6.001 -0.844 -0.993 -0.011
H 7.609 -2.672 -1.284 0.003
H 7.033 -4.968 -0.572 0.000
H 4.873 -5.445 0.529 0.005
H 5.079 -3.944 2.885 0.006
H 5.002 -3.449 5.311 0.001
H 2.936 -2.531 6.305 0.000
H 0.977 -2.048 4.920 0.002
H 3.268 -5.987 2.415 0.001
H 2.102 -8.092 1.809 0.000
H 0.474 -8.093 -0.049 0.000
H -0.037 -6.037 -1.274 -0.002
H -0.935 -3.884 -1.195 -0.005
H 0.169 -4.061 -2.546 0.001
H -2.586 -1.323 -1.681 -0.004
H -1.926 -0.592 -4.566 0.000
H -1.812 0.497 -3.163 -0.005
H -3.361 -0.171 -3.635 0.000
H -2.314 -3.228 -4.086 -0.001
H -3.817 -2.664 -3.369 0.000
H -2.742 -3.692 -2.436 0.000
H 0.519 -0.453 -3.939 0.026
H 0.468 -3.453 -4.605 0.000
H 0.974 -2.163 -5.682 0.002
H -0.703 -2.254 -5.172 -0.001
H 2.402 -2.700 -3.031 0.001
H 2.471 -1.020 -2.489 0.012
H 2.791 -1.417 -4.181 -0.002
H -2.163 -2.772 -0.051 0.003
H -4.526 -1.700 1.548 0.000
H -4.562 -2.707 0.111 -0.001
H -3.990 -1.032 0.005 -0.002
H -2.949 -3.418 2.830 0.000
H -1.577 -4.095 1.939 -0.001
H -3.229 -4.430 1.423 0.000
Cl -4.893 7.138 -0.313 0.000
C -4.059 5.627 -0.373 0.001
C -4.767 4.468 -0.659 0.000
C -4.093 3.261 -0.704 0.000
C -2.722 3.208 -0.467 0.034
C -2.029 4.381 -0.183 -0.001
C -2.693 5.594 -0.133 -0.001
C -2.025 1.889 -0.510 -0.015
O -2.663 0.843 -0.692 -0.003
O -0.743 1.913 -0.333 0.132
H -5.831 4.520 -0.842 0.000
H -4.625 2.345 -0.926 0.001
H -0.964 4.338 0.001 0.006
H -2.165 6.511 0.088 0.000
```



No. 2
This record from OMol25 describes a structure of composition C46H65BrF3N2O2P3S3ScSi. The level of theory is the ωB97M-V functional and the def2-TZVPD basis.

Output
total charge = +1
E_HOMO = -10.5 eV
LUMO level = -2.245 eV
electronic energy = -222981.947 eV
relative energy (zero: lowest compared OMol25 entry of this formula, charge and spin) = 0.454 eV

The geometry in XYZ format:
```
127
Properties=species:S:1:pos:R:3:mulliken_charge:R:1
Sc -0.010 -0.454 0.327 0.043
N -0.908 -3.661 1.234 0.544
P 0.592 -2.950 1.488 0.090
C 1.817 -4.147 0.889 0.700
C 2.921 -3.721 0.159 0.377
C 3.867 -4.638 -0.283 -1.001
C 3.707 -5.986 -0.007 -0.537
C 2.606 -6.421 0.722 -0.884
C 1.670 -5.506 1.173 -0.569
C 0.835 -2.999 3.287 0.352
C 2.081 -3.273 3.849 -0.388
C 2.259 -3.192 5.223 -0.772
C 1.196 -2.841 6.043 -0.600
C -0.048 -2.567 5.488 -0.823
C -0.227 -2.637 4.116 -0.463
P -2.057 -2.692 0.444 1.119
C -3.531 -2.907 1.495 0.630
C -4.081 -4.180 1.669 -0.765
C -5.150 -4.369 2.527 -0.792
C -5.692 -3.286 3.211 -0.619
C -5.162 -2.019 3.035 -0.709
C -4.081 -1.831 2.181 0.225
C -2.519 -3.698 -1.002 0.468
C -3.819 -3.664 -1.504 -0.400
C -4.170 -4.453 -2.588 -0.959
C -3.226 -5.281 -3.181 -0.397
C -1.928 -5.309 -2.693 -0.800
C -1.571 -4.516 -1.612 -0.384
H -1.137 -4.595 1.552 0.484
H 3.047 -2.672 -0.072 0.067
H 4.721 -4.296 -0.853 0.465
H 4.438 -6.701 -0.358 0.407
H 2.483 -7.473 0.943 0.430
H 0.829 -5.856 1.762 0.366
H 2.911 -3.561 3.216 0.547
H 3.227 -3.416 5.654 0.443
H 1.335 -2.785 7.114 0.410
H -0.879 -2.296 6.127 0.466
H -1.197 -2.412 3.688 0.321
H -3.684 -5.026 1.118 0.451
H -5.568 -5.358 2.658 0.437
H -6.532 -3.435 3.877 0.401
H -5.586 -1.174 3.561 0.465
H -3.661 -0.844 2.048 -0.167
H -4.569 -3.041 -1.031 0.445
H -5.186 -4.431 -2.962 0.429
H -3.505 -5.907 -4.019 0.392
H -1.188 -5.951 -3.154 0.430
H -0.554 -4.540 -1.239 0.200
F -2.267 1.345 3.054 -0.200
C -2.091 0.934 1.847 0.004
F -1.369 1.885 1.256 0.130
F -0.223 -0.143 2.229 -0.594
C 4.224 3.488 -1.054 -1.772
C 3.256 4.685 -1.078 2.555
C 2.908 4.911 -2.558 -2.065
C 4.003 5.929 -0.565 -1.736
Si 1.666 4.394 -0.044 -1.878
Br 1.031 2.290 -0.768 -0.139
C 0.199 5.518 -0.547 2.861
C -0.381 5.142 -1.920 -1.671
C 0.670 6.983 -0.598 -1.884
C -0.963 5.430 0.453 -1.981
C 1.923 4.240 1.847 2.983
C 3.215 3.481 2.175 -1.717
C 0.788 3.459 2.525 -1.940
C 2.007 5.637 2.488 -1.804
H 5.116 3.761 -1.626 0.603
H 3.787 2.609 -1.529 0.253
H 4.550 3.212 -0.055 0.333
H 3.839 5.010 -3.123 0.615
H 2.332 5.821 -2.723 0.360
H 2.358 4.067 -2.980 0.284
H 4.845 6.135 -1.233 0.564
H 4.413 5.784 0.433 0.311
H 3.377 6.823 -0.548 0.277
H 0.354 5.150 -2.722 0.307
H -1.160 5.867 -2.177 0.574
H -0.842 4.153 -1.899 0.067
H 1.399 7.160 -1.389 0.335
H 1.105 7.319 0.345 0.328
H -0.193 7.624 -0.804 0.563
H -1.343 4.411 0.545 0.159
H -1.783 6.056 0.087 0.630
H -0.700 5.792 1.446 0.277
H 3.237 2.500 1.697 -0.149
H 3.266 3.327 3.258 0.643
H 4.111 4.025 1.883 0.365
H 0.749 2.426 2.175 0.104
H -0.194 3.901 2.377 0.268
H 0.978 3.435 3.603 0.630
H 2.793 6.254 2.051 0.318
H 2.235 5.525 3.552 0.551
H 1.068 6.186 2.416 0.335
C -3.571 0.134 -1.406 -0.229
C -2.372 1.027 -1.643 1.145
C -2.440 1.784 -2.952 -1.640
O -1.139 0.203 -1.503 0.897
P -0.332 -0.511 -2.784 0.669
S 0.569 0.652 -4.012 -0.285
S 0.852 -1.715 -1.655 -0.450
O -1.528 -1.360 -3.387 -0.098
C -1.714 -1.553 -4.830 0.297
C -0.839 -2.699 -5.286 -1.269
C -3.191 -1.796 -5.039 -1.215
H -4.484 0.725 -1.491 0.622
H -3.543 -0.303 -0.408 -0.478
H -3.599 -0.664 -2.149 -0.159
H -2.266 1.754 -0.840 -0.245
H -2.555 1.120 -3.808 0.097
H -1.561 2.404 -3.107 0.246
H -3.320 2.427 -2.903 0.540
H -1.403 -0.627 -5.316 0.597
H -1.115 -3.613 -4.761 0.124
H 0.211 -2.479 -5.093 0.324
H -0.963 -2.857 -6.358 0.448
H -3.509 -2.689 -4.503 0.075
H -3.386 -1.939 -6.102 0.449
H -3.785 -0.948 -4.696 0.310
S 4.281 -0.278 2.450 -0.200
C 4.526 -0.116 0.764 -0.586
C 3.334 -0.094 0.123 -1.461
N 2.238 -0.213 0.952 2.390
C 2.604 -0.299 2.207 -0.675
H 5.511 -0.044 0.335 0.520
H 3.181 -0.008 -0.942 0.458
H 1.897 -0.399 3.017 0.149
```